No. 1
The following is a DFT calculation (wB97M-V/def2-TZVPD) of an isolated molecule of C18H25ClN2O.

Results
* HOMO-LUMO gap: 9.0217 eV
* E_HOMO: -8.22 eV
* LUMO: 0.80 eV
* ΔE to the lowest compared entry with this formula, charge and spin: 0.000 eV
* electronic energy: -1345.833757 hartree
* structure (SMILES): O=C(CCC1CCN(Cc2ccccc2Cl)CC1)NC1CC1

Last column: natural (NBO) charge in e.
CARTESIAN COORDINATES (ANGSTROEM)
C 5.9735 -2.8770 -2.5757  -0.42
H -6.6713 1.3149 2.7388  0.23
H 0.9190 0.6161 -1.1098  0.22
C -5.7239 1.8156 2.6116  -0.23
C -4.4244 3.8189 2.4334  -0.23
H 6.8123 -3.1616 -1.9598  0.22
Cl -4.7050 -0.6620 2.5060  -0.01
H -0.8116 2.4220 -0.5274  0.19
H 2.4481 -1.8312 -0.4984  0.22
H -1.8546 -0.4522 -0.4368  0.19
H 2.0439 -2.8928 -1.8417  0.23
C -1.1824 0.3208 -0.8181  -0.41
H 0.4982 1.0984 2.5820  0.20
H -2.3156 3.5283 2.1561  0.23
C 2.7312 -0.9748 -2.4327  0.69
C -1.4276 1.6386 -0.0742  -0.22
H 1.6357 -0.4476 1.0151  0.20
N -1.0864 1.5888 1.3371  -0.45
H -1.4055 0.4629 -1.8762  0.22
C 0.4934 -1.4683 -1.3643  -0.37
H 4.1637 -3.8263 -3.4315  0.22
C 0.5845 -0.2067 0.8482  -0.42
H -2.4754 1.9348 -0.1637  0.21
H -2.3074 -0.1222 1.7352  0.19
H -4.3617 4.8966 2.4231  0.21
H 4.6928 -4.5560 -1.8605  0.22
H 0.0868 -1.3866 -2.3742  0.22
C 4.7562 -2.3235 -1.9066  -0.07
C 4.7228 -3.7008 -2.5173  -0.43
H 6.2560 -2.4586 -3.5299  0.22
C -4.5671 1.0676 2.4639  -0.02
C 0.2800 1.1428 1.5113  -0.20
C 0.2694 -0.1331 -0.6471  -0.23
H 4.7660 -2.2610 -0.8221  0.20
C -2.0595 0.8704 2.1389  -0.25
C -5.6511 3.1963 2.5936  -0.21
O 2.2426 -0.0696 -3.0745  -0.62
H 0.9256 1.9076 1.0660  0.19
H 4.5656 -0.6884 -3.2008  0.40
N 4.0564 -1.2572 -2.5377  -0.62
C 1.9637 -1.8661 -1.4756  -0.51
H -0.0191 -0.9901 1.3137  0.19
H -1.6293 0.7184 3.1354  0.22
C -3.3260 1.6707 2.2938  -0.08
H -0.0523 -2.2574 -0.8406  0.20
H -6.5516 3.7806 2.7063  0.22
C -3.2785 3.0603 2.2878  -0.14

No. 2
The following is a DFT calculation (wB97M-V/def2-TZVPD) of an isolated molecule of C18H25ClN2O5S at a distorted geometry.

Results
* HOMO-LUMO gap: 9.5247 eV
* E_HOMO: -8.86 eV
* LUMO: 0.66 eV
* ΔE to the lowest compared entry with this formula, charge and spin: 0.000 eV
* electronic energy: -2044.994254 hartree
* structure (SMILES): COc1ccc(S(=O)(=O)N2CCC[C@@H](C(=O)NC[C@H]3CCCO3)C2)cc1Cl

Last column: natural (NBO) charge in e.
CARTESIAN COORDINATES (ANGSTROEM)
H 9.5776 -1.5728 -0.0152  0.21
C 1.6721 0.4268 -1.6244  -0.23
H 6.1136 -2.4127 0.6768  0.22
Cl 7.1172 2.2557 -0.1226  0.03
O -2.3905 -1.8380 -0.9801  -0.64
H -0.9398 0.0589 -2.4880  0.21
H -4.7766 -0.9893 1.5882  0.19
H -4.5169 -1.7427 -0.0138  0.24
H -2.9856 0.5826 0.9389  0.41
O 7.9216 -0.4627 0.1021  -0.47
C -7.6851 0.9217 0.5226  -0.43
N 1.5575 -0.3871 -0.4325  -0.67
H 1.6651 -0.2498 -2.4856  0.20
H -8.5599 0.6374 1.1019  0.22
H 8.1115 -2.4186 -0.5686  0.18
H -7.2749 -0.5736 -1.0268  0.22
C 5.7334 -1.4067 0.6047  -0.26
H -0.8105 0.6031 0.5150  0.21
H 0.6225 1.9769 -2.6914  0.21
H -5.1274 0.4257 -1.1002  0.19
C 0.5391 1.4467 -1.7414  -0.43
C 4.7120 1.1765 0.4386  -0.20
S 2.1278 0.3566 0.9585  2.32
C 3.8833 0.1061 0.7209  -0.35
C -0.8888 -0.0698 -0.3443  -0.33
H 2.6409 0.9283 -1.5794  0.22
C -4.4938 -0.8059 0.5466  -0.25
C -0.8114 0.7421 -1.6445  -0.39
C 6.5944 -0.3492 0.3152  0.29
H -7.0092 -1.1339 0.6289  0.20
H 4.2988 2.1714 0.3924  0.26
H -1.6204 1.4755 -1.6740  0.21
C 4.3829 -1.1765 0.8039  -0.16
C -2.2040 -0.8361 -0.3185  0.70
H -6.7667 2.6564 1.5329  0.19
H 8.4004 -2.1722 1.1789  0.18
C 6.0588 0.9485 0.2352  -0.08
O 1.8671 1.7706 0.9826  -0.95
H 3.7080 -1.9842 1.0341  0.24
C -6.9230 -0.2782 -0.0417  -0.43
C 0.2832 -1.0563 -0.3009  -0.23
C -5.4626 0.2098 -0.0782  0.09
H 0.1792 -1.7825 -1.1123  0.22
H -6.5217 1.0898 2.3502  0.16
O -5.4119 1.4407 0.6366  -0.54
C 8.5198 -1.7364 0.1827  -0.25
N -3.1396 -0.3124 0.5005  -0.61
H 0.6374 2.1666 -0.9281  0.23
C -6.6073 1.5894 1.3738  -0.07
O 1.6916 -0.4247 2.0777  -0.94
H -7.9898 1.5926 -0.2808  0.21
H 0.3005 -1.5842 0.6529  0.24

No. 3
The following is a DFT calculation (wB97M-V/def2-TZVPD) of a structure of composition C18H25ClN2STc at a distorted geometry.

Results
* spin multiplicity: 4
* total charge: +2
* HOMO-LUMO gap (spin up / spin down): 7.4003 / 6.9113 eV
* E_HOMO (spin up / spin down): -14.39 / -15.10 eV
* LUMO (spin up / spin down): -6.99 / -8.19 eV
* ΔE to the lowest compared entry with this formula, charge and spin: 0.000 eV
* electronic energy: -1748.945855 hartree
* <S²>: 3.79

Last column: Löwdin spin population.
CARTESIAN COORDINATES (ANGSTROEM)
C 2.3529 -1.0100 -0.2676  0.14
H -1.8006 0.7630 -1.4499  0.01
C -1.8232 0.1700 -0.5408  0.05
C 0.4282 0.1030 -4.6825  0.03
H -1.7927 -2.6228 1.3609  0.00
H -0.5367 2.0458 -4.5635  0.00
C -0.6716 1.0833 -5.0713  0.00
H -2.1049 1.7384 1.0425  0.01
H -2.0914 4.0022 4.6302  0.00
C 1.1641 -1.8488 -0.2965  0.03
N -0.8295 2.8535 3.2984  0.01
H 0.2431 -3.0612 1.3858  0.00
H 1.2050 -0.0338 5.1658  0.00
C -1.9766 0.6887 0.7850  0.06
H -0.7863 -1.6624 -5.0476  0.00
H -0.6606 1.2709 -6.1604  0.00
C -1.2559 2.0652 5.3105  0.00
C -1.9351 -0.4163 1.7028  0.01
H -1.6078 -1.9611 -1.2739  0.00
H 2.2430 -2.1451 2.8865  0.01
H 3.8870 -0.7109 1.3202  0.00
H -1.5759 1.8540 6.3161  0.00
H 0.9679 -1.9784 -5.0097  0.00
H 2.7873 -0.5226 -1.1355  0.01
H 0.7212 -2.2923 -1.1765  0.01
Cl 0.3696 -0.0990 -2.5208  0.03
N -0.4227 1.1882 4.6252  0.01
H -1.6604 0.6841 -4.8128  0.00
C 0.1097 -0.0697 5.1406  0.00
C -1.5104 3.1101 4.4852  0.00
H 2.5915 -0.0647 -4.7013  0.00
Tc -0.0178 -0.3743 0.5457  1.94
H 1.9879 1.5994 -4.4975  0.00
H 0.2347 -1.1877 -6.4234  0.00
C -1.6940 -1.2657 -0.4453  0.01
C 1.8147 0.6457 -5.0100  0.00
C 2.9063 -1.0884 1.0335  0.14
C -1.7756 -1.6161 0.9429  -0.02
C 2.0475 -1.8271 1.8678  0.24
S 0.9964 1.0605 2.2842  0.19
C 0.1979 -1.2617 -5.3198  0.00
H -0.2860 -0.2069 6.1524  0.00
H -0.8065 3.4339 2.4674  0.00
H -0.1990 -0.9080 4.5033  0.00
C 0.9051 -2.2501 1.0812  0.04
H -2.1214 -0.3747 2.7747  0.00
C -0.1467 1.6815 3.3924  0.02
H 1.9284 0.8185 -6.0947  0.00

No. 4
The following is a DFT calculation (wB97M-V/def2-TZVPD) of a structure of composition C18H25F2MnN2O6S5 at a distorted geometry.

Results
* spin multiplicity: 2
* total charge: -1
* HOMO-LUMO gap (spin up / spin down): 6.6263 / 6.5831 eV
* E_HOMO (spin up / spin down): -4.12 / -4.07 eV
* LUMO (spin up / spin down): 2.51 / 2.51 eV
* electronic energy: -4603.477143 hartree
* <S²>: 0.84

Last column: Löwdin spin population.
CARTESIAN COORDINATES (ANGSTROEM)
H -2.1413 1.4694 0.6980  0.00
H 1.4211 -1.2427 5.4428  0.00
C 2.0741 2.3123 -1.8830  0.00
H -3.2427 1.3391 -2.0538  0.00
C 2.0529 -2.1750 -0.5691  -0.03
C -2.5987 0.5322 0.3586  0.00
O 1.0963 -1.8698 3.2308  0.00
O 0.3179 1.5940 0.4542  0.02
C -0.5993 -2.4846 -3.0781  0.00
O -1.5373 -1.6385 0.8279  0.00
F 2.1475 -2.7042 -1.8733  0.00
O -0.7638 -2.2476 -1.7042  0.01
H 3.0537 0.8575 0.4256  0.00
C 0.8581 4.6517 -2.1973  0.00
C -2.1834 1.0671 -1.9194  0.00
C 0.0429 -1.2060 -3.6620  0.00
N 0.6059 0.1388 4.1492  0.00
Mn 0.5339 -0.5371 -0.5536  1.02
H -0.1897 -1.1105 -4.7315  0.00
C 3.6370 1.6230 0.9443  0.00
H -1.9939 -3.9123 -1.5804  0.00
H 0.1960 2.0154 4.9212  0.00
O -0.3479 -0.0536 -2.9515  0.00
H -1.5806 -2.7003 -3.5377  0.00
C 0.2886 2.0317 2.7877  0.00
H 4.5113 1.1767 1.4049  0.00
H -1.5940 1.9706 -1.7237  0.00
C 0.3508 1.4553 4.0057  0.00
C -1.6780 0.3662 -3.1786  0.00
C -2.2850 -2.5853 0.0888  0.00
C 0.4554 1.1825 1.6299  0.00
H -1.7490 -0.2192 2.2270  0.00
H -2.6995 -3.3488 0.7691  0.00
C -2.3207 -0.6092 1.3816  0.00
H 3.0328 2.1302 1.6907  0.00
S -0.1476 5.8722 -2.6550  0.00
S 2.2045 4.8735 -1.1183  0.00
O -2.0409 0.1361 -0.8692  0.01
C 0.6271 -0.4948 5.4425  0.00
S 4.2436 2.8398 -0.2620  0.00
H 0.7988 0.2440 6.2244  0.00
N 0.7551 -0.1252 1.8068  0.00
H -2.3227 -0.4983 -3.3833  0.00
H -3.6832 0.7025 0.2383  0.00
H 1.1252 -1.2551 -3.5154  0.00
C -1.3778 -3.2621 -0.9435  0.00
H 0.0676 -3.3374 -3.2686  0.00
H -0.3190 -1.0124 5.6249  0.00
C 0.8510 -0.7023 3.0093  0.00
H 3.1075 -2.0276 -0.2618  -0.01
H -0.6165 -3.8632 -0.4336  0.00
C 2.7715 3.2117 -1.1461  0.00
H -3.2677 -1.0170 1.7684  0.00
F 1.6286 -3.2930 0.1477  0.00
H 0.1037 3.0852 2.6682  0.00
H -3.1101 -2.0825 -0.4318  0.00
S 0.6774 3.0063 -2.7392  0.00
S 2.4630 0.6721 -2.1094  -0.01
H -1.7104 1.0582 -4.0339  0.00

No. 5
The following is a DFT calculation (wB97M-V/def2-TZVPD) of a structure of composition C18H25FIN4O3Re.

Results
* spin multiplicity: 2
* total charge: -1
* HOMO-LUMO gap (spin up / spin down): 6.0503 / 5.7025 eV
* E_HOMO (spin up / spin down): -3.59 / -3.24 eV
* LUMO (spin up / spin down): 2.46 / 2.46 eV
* ΔE to the lowest compared entry with this formula, charge and spin: 0.067 eV
* electronic energy: -1621.680835 hartree
* <S²>: 0.76

Last column: Löwdin spin population.
CARTESIAN COORDINATES (ANGSTROEM)
H 0.7791 2.4864 -3.2986  0.00
H 0.2009 1.1420 2.7881  0.00
H -0.0665 6.1370 -0.8642  0.00
O 1.2146 -1.2928 1.5475  0.01
N -1.7264 -3.8247 1.7889  0.00
H -2.3315 1.3208 2.0796  0.00
H -1.5652 1.5095 -2.9752  0.00
H 0.4932 4.4616 -2.5941  0.00
N 0.7524 -4.2847 -1.3822  0.00
C 1.7812 0.9978 -2.1617  0.00
C -0.6332 0.9446 -2.9143  0.01
H 3.0885 -1.3615 2.1894  0.00
H -1.8469 -4.6154 2.3967  0.00
O 2.6755 0.4183 1.3349  0.00
N -0.4860 -2.8827 0.0981  0.02
O 0.6606 -2.0468 -1.6882  0.04
H 1.0705 2.6220 3.1668  0.00
C -0.4522 4.6562 0.6390  0.00
C 0.3159 -2.9964 -1.0161  0.01
H 1.9784 0.3186 -2.9948  0.00
H 1.6894 -5.4037 -2.8593  0.00
H -0.7967 0.1111 -2.2333  0.01
H -1.7741 -2.8763 2.2014  0.00
H -2.6727 2.3140 3.4951  0.00
C -0.5117 3.3056 0.9706  0.00
C 0.2099 4.1397 -1.5982  0.00
C -0.8897 -3.9616 0.7571  0.00
H 0.7557 -6.3253 -1.0326  0.00
C -0.1998 2.3642 -0.0315  0.01
C 0.5317 1.8276 -2.4579  0.00
C 0.0878 2.1482 3.1820  0.00
C -0.9327 2.9664 2.3926  0.00
C -2.3285 2.3414 2.4580  0.00
N -0.2758 0.9992 0.2318  -0.01
H -0.6924 5.3863 1.4035  0.00
H 2.6537 1.6405 -2.0237  0.00
C -0.4617 -5.2794 0.3689  0.00
H 1.6626 0.4026 -1.2600  0.00
F -1.2842 -1.3645 2.4189  0.06
C 0.1697 2.7761 -1.3278  -0.01
H -0.7835 -6.1515 0.9158  0.00
C -0.0993 5.0795 -0.6302  -0.01
H -0.4117 0.5342 -3.9033  0.00
C 2.3488 -0.7007 1.6843  0.00
H 1.3522 -3.7059 -3.2883  0.00
I -3.1269 -0.7333 -0.2500  0.00
H 2.6824 -4.0794 -2.1916  0.00
H -3.0457 2.9182 1.8712  0.00
C 1.6784 -4.3766 -2.4985  0.00
Re -0.5648 -0.6358 0.6657  0.82
H -0.2444 2.0665 4.2204  0.00
H -0.9956 3.9398 2.8940  0.00
C 0.3667 -5.3769 -0.6849  0.00

Question: What is the formula in the first record?
Answer: C18H25ClN2O

Question: Which value of electronic energy does entry 2 give?
Answer: -2044.994254 hartree

Question: Look up the electronic energy of the first one.
Answer: -1345.833757 hartree

Question: Which of these has the highest electronic energy?
Answer: C18H25ClN2O